The following is a quantum chemistry calculation of a 5-piece molecular cluster, H10O5 overall, from the OMol25 dataset.

Positions of all 15 atoms, in Å:
O -18.464 -4.174 -14.524
H -18.413 -4.817 -13.817
H -17.795 -4.451 -15.150
O -22.720 -4.229 -17.319
H -21.816 -4.130 -17.023
H -23.079 -4.922 -16.765
O -22.902 -2.185 -11.951
H -22.403 -2.235 -11.136
H -22.871 -3.073 -12.306
O -26.090 -3.833 -20.247
H -25.297 -3.994 -19.734
H -26.214 -2.885 -20.206
O -23.994 -7.381 -14.341
H -23.326 -8.066 -14.367
H -24.718 -7.731 -14.860

Cartesian forces, eV/Å:
O -0.18 0.15 -0.04
H -0.01 -0.14 0.21
H 0.18 -0.03 -0.19
O -0.15 0.09 -0.25
H 0.25 0.08 0.08
H -0.13 -0.19 0.19
O -0.10 0.18 -0.06
H 0.12 0.04 0.21
H -0.03 -0.22 -0.15
O -0.17 -0.17 -0.13
H 0.26 -0.06 0.16
H -0.05 0.23 0.00
O 0.06 0.26 0.06
H 0.19 -0.17 0.03
H -0.24 -0.06 -0.12

## Properties
E_LUMO in eV: 0.351
Frontier orbital gap in Eh: 0.429
HOMO level in eV: -11.32
Multiplicity: 1
Relative energy (zero: lowest compared OMol25 entry of this formula, charge and spin) in kcal per mole: 32.4